[1]
Here is 4 unconnected molecules or ions with the total composition C5H20N2O3 at a distorted geometry from the OMol25 dataset. Energies are from ωB97M-V/def2-TZVPD.

ORCA input file:
```
! RIJCOSX wB97M-V def2-TZVPD def2/J DEFGRID3
* xyz 0 1
C 1.767 1.966 0.863
N 1.204 0.986 1.782
C 0.160 0.142 1.215
C -1.133 0.818 0.621
C -2.333 -0.017 1.178
N -0.850 1.100 -0.806
C -2.210 1.444 -1.387
H 2.503 1.425 0.243
H 2.262 2.867 1.273
H 1.118 2.376 0.082
H 0.982 1.357 2.686
H 0.585 -0.382 0.340
H -0.035 -0.551 2.040
H -1.317 1.780 1.153
H -2.794 -0.847 0.641
H -3.148 0.690 1.452
H -1.973 -0.637 1.994
H -0.428 0.355 -1.338
H -2.165 0.847 -2.330
H -3.074 1.108 -0.823
H -2.328 2.524 -1.513
O -0.135 -2.591 -2.512
H -0.787 -1.880 -2.578
H 0.766 -2.205 -2.514
O 2.421 -1.822 -2.892
H 2.483 -0.863 -3.039
H 2.519 -1.828 -1.922
O 2.256 -2.525 2.292
H 2.352 -3.300 1.721
H 1.331 -2.341 2.079
*
```

Summary:
**HOMO**: -8.4 eV
**Energy above the lowest of the compared OMol25 structures with the same formula, charge and spin**: 54.9 kcal/mol
**Gap between HOMO and LUMO**: 8.63 eV

Atomic partial charges in e from the Mulliken method, atoms 1 to 2:
1. C -0.845
2. N -0.243

***

[2]
Here is C2H4N2S3 in the gas phase at a distorted geometry from the OMol25 dataset. Energies are from ωB97M-V/def2-TZVPD.

ORCA input file:
```
! RIJCOSX wB97M-V def2-TZVPD def2/J DEFGRID3
* xyz 0 1
S -0.541 2.504 -0.191
C -1.357 1.132 0.007
N -0.868 -0.166 -0.150
S -2.012 -1.476 -0.144
C 0.483 -0.520 -0.426
N 1.454 0.047 0.155
S 3.050 -0.346 -0.141
H -2.422 1.154 0.307
H -1.892 -1.597 1.194
H 0.562 -1.262 -1.268
H 3.544 0.531 0.657
*
```

Summary:
**HOMO**: -8.5 eV
**Energy above the lowest of the compared OMol25 structures with the same formula, charge and spin**: 38.7 kcal/mol
**Gap between HOMO and LUMO**: 8.52 eV

Atomic partial charges in e from the Mulliken method, atoms 1 to 2:
1. S -0.275
2. C -0.065

***

[3]
Here is 2 unconnected molecules or ions with the total composition C9H14 at a distorted geometry from the OMol25 dataset. Energies are from ωB97M-V/def2-TZVPD.

ORCA input file:
```
! RIJCOSX wB97M-V def2-TZVPD def2/J DEFGRID3
* xyz 0 1
C 0.933 -0.261 3.473
C 0.360 -0.790 2.109
C -0.882 -0.396 1.763
C -1.402 -0.847 0.548
C -0.610 -1.446 -0.524
C 0.685 -1.663 -0.131
C 1.157 -1.288 1.140
H 1.932 -0.105 3.489
H 0.881 -0.876 4.437
H 0.266 0.645 3.799
H -1.565 0.146 2.312
H -2.403 -0.534 0.380
H -0.985 -1.295 -1.455
H 1.273 -2.206 -0.858
H 2.252 -1.468 1.342
C 0.292 2.048 -2.618
C -0.775 1.036 -2.948
H 0.928 1.410 -2.027
H 0.832 2.496 -3.397
H -0.084 2.812 -1.850
H -0.342 0.123 -3.007
H -1.304 1.327 -3.824
H -1.439 1.134 -2.153
*
```

Summary:
**HOMO**: -9.1 eV
**Energy above the lowest of the compared OMol25 structures with the same formula, charge and spin**: 52.5 kcal/mol
**Gap between HOMO and LUMO**: 10.05 eV

Atomic partial charges in e from the Mulliken method, atoms 1 to 2:
1. C -1.310
2. C 1.004

***

[4]
Here is 2 unconnected molecules or ions with the total composition C3H6N2O2 at a distorted geometry from the OMol25 dataset. Energies are from ωB97M-V/def2-TZVPD.

ORCA input file:
```
! RIJCOSX wB97M-V def2-TZVPD def2/J DEFGRID3
* xyz 0 1
C -1.257 0.178 0.803
N 1.144 -0.837 -0.410
C -0.182 -1.045 -0.470
N 1.832 0.243 0.159
C -1.050 1.085 -0.275
O -0.759 -2.008 -0.866
O -0.424 2.119 -0.360
H 1.726 -1.629 -0.659
H 1.592 1.104 -0.326
H 1.552 0.351 1.130
H -2.082 -0.516 0.715
H -1.008 0.545 1.795
H -1.083 0.410 -1.234
*
```

Summary:
**HOMO**: -9.7 eV
**Energy above the lowest of the compared OMol25 structures with the same formula, charge and spin**: 109.5 kcal/mol
**Gap between HOMO and LUMO**: 10.02 eV

Atomic partial charges in e from the Mulliken method, atoms 1 to 2:
1. C -0.670
2. N 0.013

***

[5]
Here is a gas-phase ion, C9H17N2O (charge +1) at a distorted geometry from the OMol25 dataset. Energies are from ωB97M-V/def2-TZVPD.

ORCA input file:
```
! RIJCOSX wB97M-V def2-TZVPD def2/J DEFGRID3
* xyz 1 1
C 2.621 -1.221 -1.199
N 1.491 -0.244 -0.971
C 0.245 -0.585 -0.280
C 0.152 -0.098 1.132
C 0.657 1.072 1.728
C 0.370 1.088 3.154
C -0.150 -0.172 3.434
N -0.173 -0.878 2.221
C -1.086 0.136 -1.229
C -2.359 -0.658 -1.088
C -1.094 1.610 -0.858
O -0.482 0.086 -2.547
H 3.177 -1.387 -0.212
H 2.133 -2.135 -1.621
H 3.446 -0.643 -1.636
H 1.845 0.575 -0.566
H 1.051 -0.155 -1.887
H 0.121 -1.605 -0.082
H 0.910 2.019 1.180
H 0.628 1.909 3.837
H -0.724 -0.366 4.301
H -0.391 -1.887 2.062
H -2.966 -0.344 -0.200
H -3.026 -0.501 -2.009
H -2.054 -1.716 -1.158
H -0.960 1.765 0.153
H -2.038 2.120 -0.993
H -0.243 1.936 -1.479
H -1.100 0.280 -3.187
*
```

Summary:
**HOMO**: -11.8 eV
**Energy above the lowest of the compared OMol25 structures with the same formula, charge and spin**: 49.6 kcal/mol
**Gap between HOMO and LUMO**: 9.21 eV

Atomic partial charges in e from the Mulliken method, atoms 1 to 2:
1. C -0.907
2. N 0.034

***

[6]
Here is a molecular structure, C3H5N5 at a distorted geometry from the OMol25 dataset. Energies are from ωB97M-V/def2-TZVPD.

ORCA input file:
```
! RIJCOSX wB97M-V def2-TZVPD def2/J DEFGRID3
* xyz 0 1
C -1.526 -0.846 0.094
C 2.009 -0.266 -0.047
C 0.133 0.923 0.133
H -1.893 0.821 -0.660
H -1.633 -1.727 0.840
H 1.026 -2.087 -0.333
H 2.990 -0.720 -0.407
H -0.164 2.719 0.257
N -2.519 -0.168 -0.125
N -0.153 -0.443 -0.001
N 0.912 -1.066 0.153
N 1.572 1.007 0.018
N -0.755 1.854 0.078
*
```

Summary:
**HOMO**: -8.5 eV
**Energy above the lowest of the compared OMol25 structures with the same formula, charge and spin**: 106.8 kcal/mol
**Gap between HOMO and LUMO**: 8.79 eV

Atomic partial charges in e from the Mulliken method, atoms 1 to 2:
1. C 0.055
2. C 0.021

***

[7]
Here is a molecular structure, C5H4HgO7 at a distorted geometry from the OMol25 dataset. Energies are from ωB97M-V/def2-TZVPD.

ORCA input file:
```
! RIJCOSX wB97M-V def2-TZVPD def2/J DEFGRID3
* xyz -1 2
O 1.022 -0.552 -1.455
C 1.423 -0.339 -0.268
O 2.530 -0.666 0.184
O -0.442 2.524 -2.785
O 1.279 3.657 -3.842
C 0.487 3.037 -3.273
Hg -0.857 0.147 -2.025
O -1.013 -0.138 0.252
C -1.426 -1.196 1.088
C -0.214 -1.425 2.000
O 0.419 -0.169 2.017
C 0.366 0.366 0.702
H -2.311 -0.887 1.666
H -1.679 -2.091 0.501
H 0.459 -2.196 1.584
H -0.487 -1.707 3.023
O 0.443 1.637 0.631
*
```

Summary:
**HOMO (alpha / beta)**: -3.9 / -3.9 eV
**Energy above the lowest of the compared OMol25 structures with the same formula, charge and spin**: 16.1 kcal/mol
**Gap between HOMO and LUMO (alpha / beta)**: 6.76 / 5.57 eV

Atomic partial charges in e from the Mulliken method, atoms 1 to 2:
1. O -0.737
2. C 0.506

***

[8]
Here is a molecular structure, C23H27CuN5STe at a distorted geometry from the OMol25 dataset. Energies are from ωB97M-V/def2-TZVPD.

ORCA input file:
```
! RIJCOSX wB97M-V def2-TZVPD def2/J DEFGRID3
* xyz 0 2
Cu -1.078 0.442 0.582
C -0.692 0.454 3.690
C -2.093 -0.110 3.565
N -2.248 -0.967 2.435
C -1.661 -2.300 2.555
C -0.198 -2.372 2.115
C 0.560 -3.484 2.520
C 1.826 -3.644 1.984
C 2.328 -2.654 1.154
C 1.560 -1.537 0.915
C 2.142 -0.359 0.147
N 1.225 0.758 0.083
C 1.581 1.798 1.075
C 1.163 1.383 2.461
N -0.284 1.211 2.498
N 0.293 -1.429 1.352
H 0.049 -0.353 3.811
H -0.632 1.139 4.601
H -2.788 0.699 3.480
H -2.326 -0.615 4.520
H -3.196 -0.966 2.074
H -2.192 -3.060 1.978
H -1.720 -2.601 3.613
H 0.125 -4.238 3.168
H 2.389 -4.543 2.231
H 3.269 -2.759 0.621
H 2.400 -0.703 -0.859
H 3.064 -0.076 0.663
H 1.279 1.193 -0.847
H 1.071 2.728 0.820
H 2.662 1.988 1.005
H 1.488 2.095 3.204
H 1.618 0.414 2.711
H -0.727 2.159 2.450
Te -2.369 2.821 0.326
C -1.526 3.293 -1.509
C -2.121 3.346 -2.728
C -1.232 3.617 -3.825
C 0.037 3.797 -3.409
S 0.163 3.670 -1.700
H -3.157 3.181 -2.859
H -1.554 3.775 -4.835
H 0.888 4.021 -4.028
C -1.866 -0.618 -0.952
C -0.883 -0.772 -2.032
C 0.092 -1.778 -2.120
C 1.095 -1.797 -3.064
C 1.272 -0.726 -3.952
C 0.287 0.244 -3.936
C -0.729 0.232 -3.012
C 2.332 -0.616 -4.908
N 3.118 -0.453 -5.729
H -2.091 -1.580 -0.495
H -2.798 -0.162 -1.291
H 0.071 -2.629 -1.443
H 1.826 -2.620 -3.090
H 0.325 1.009 -4.689
H -1.439 1.055 -3.099
*
```

Summary:
**HOMO (alpha / beta)**: -6.5 / -7.1 eV
**Energy above the lowest of the compared OMol25 structures with the same formula, charge and spin**: 0.0 kcal/mol
**Gap between HOMO and LUMO (alpha / beta)**: 6.78 / 6.66 eV

Atomic partial charges in e from the Mulliken method, atoms 1 to 2:
1. Cu -0.234
2. C -0.619

***

[9]
Here is a molecular structure, C5H8N2S at a distorted geometry from the OMol25 dataset. Energies are from ωB97M-V/def2-TZVPD.

ORCA input file:
```
! RIJCOSX wB97M-V def2-TZVPD def2/J DEFGRID3
* xyz 0 1
C 1.344 2.020 0.071
C 0.650 0.730 0.241
C 1.223 -0.608 0.379
C -0.680 0.844 -0.071
C -2.794 0.170 -0.098
H 1.922 1.937 -0.915
H 1.958 2.097 0.870
H 0.912 2.970 -0.144
H 0.551 -1.411 0.976
H -0.814 1.961 -0.716
H -3.425 1.085 -0.414
H -3.161 -1.816 0.016
H -4.650 -0.705 0.767
N -1.575 -0.244 0.088
N -3.724 -0.907 -0.172
S 2.834 -1.063 -0.187
*
```

Summary:
**HOMO**: -8.3 eV
**Energy above the lowest of the compared OMol25 structures with the same formula, charge and spin**: 125.1 kcal/mol
**Gap between HOMO and LUMO**: 7.51 eV

Atomic partial charges in e from the Mulliken method, atoms 1 to 2:
1. C -1.412
2. C 0.582

***

[10]
Here is C3N2S in the gas phase at a distorted geometry from the OMol25 dataset. Energies are from ωB97M-V/def2-TZVPD.

ORCA input file:
```
! RIJCOSX wB97M-V def2-TZVPD def2/J DEFGRID3
* xyz 0 1
N -1.803 -1.469 -0.149
C -0.692 -1.010 0.182
C 0.538 -0.226 0.039
S 1.988 -0.727 -0.051
C 0.082 1.127 0.058
N -0.113 2.306 -0.079
*
```

Summary:
**HOMO**: -10.8 eV
**Energy above the lowest of the compared OMol25 structures with the same formula, charge and spin**: 24.1 kcal/mol
**Gap between HOMO and LUMO**: 8.07 eV

Atomic partial charges in e from the Mulliken method, atoms 1 to 2:
1. N -0.350
2. C 0.296

***

[11]
Here is 2 unconnected molecules or ions with the total composition BH3O3 at a distorted geometry from the OMol25 dataset. Energies are from ωB97M-V/def2-TZVPD.

ORCA input file:
```
! RIJCOSX wB97M-V def2-TZVPD def2/J DEFGRID3
* xyz 0 1
B 0.970 0.355 -0.488
O 1.959 0.742 0.244
O 0.703 0.222 -1.746
O -1.266 -0.467 1.367
H 1.901 0.740 1.200
H -0.125 -0.138 -2.064
H -2.074 -0.318 0.873
*
```

Summary:
**HOMO (alpha / beta)**: -8.8 / -7.6 eV
**Energy above the lowest of the compared OMol25 structures with the same formula, charge and spin**: 132.6 kcal/mol
**Gap between HOMO and LUMO (alpha / beta)**: 8.29 / 6.84 eV

Atomic partial charges in e from the Mulliken method, atoms 1 to 2:
1. B 0.343
2. O -0.292

***

[12]
Here is 3 unconnected molecules or ions with the total composition C4H8N2 at a distorted geometry from the OMol25 dataset. Energies are from ωB97M-V/def2-TZVPD.

ORCA input file:
```
! RIJCOSX wB97M-V def2-TZVPD def2/J DEFGRID3
* xyz 0 1
C 1.684 -0.579 1.258
C -1.587 0.648 -1.291
C -1.054 0.572 0.064
C 0.788 -0.545 0.065
N -0.880 0.852 1.212
N 0.935 -1.083 -1.053
H 1.811 -1.615 -1.178
H -2.271 1.518 1.105
H 1.999 0.435 1.510
H 1.141 -0.984 2.114
H -2.474 0.017 -1.365
H -1.837 1.683 -1.532
H -0.827 0.275 -1.982
H 2.574 -1.194 1.073
*
```

Summary:
**HOMO**: -7.4 eV
**Energy above the lowest of the compared OMol25 structures with the same formula, charge and spin**: 126.3 kcal/mol
**Gap between HOMO and LUMO**: 7.77 eV

Atomic partial charges in e from the Mulliken method, atoms 1 to 2:
1. C -1.135
2. C -1.016